Record 1
The ion C5H9N2 with charge +1. Source: the Open Molecules 2025 dataset; level of theory: ωB97M-V with the def2-TZVPD basis set.

- Total charge: +1
- HOMO level (spin up / spin down): -14.8 / -12.4 eV
- Orbital gap (spin up / spin down): 9.3 / 6.0 eV

Structure (XYZ):
```
16
Properties=species:S:1:pos:R:3:forces:R:3:nbo_charge:R:1
C -0.773 -0.156 1.647 -2.411 1.112 -0.284 0.72
C 0.699 -0.141 -0.081 2.163 -2.458 -1.485 0.45
C -1.879 0.305 2.557 -0.017 -1.815 -0.934 -0.76
C 1.574 -1.059 -2.205 0.837 -2.035 -2.457 -0.28
C 0.755 0.015 -1.671 0.315 -2.643 3.641 -0.55
N 1.461 -0.770 0.707 -1.733 1.127 0.359 -0.58
N -0.509 0.329 0.492 0.121 0.618 -1.301 -0.62
H -1.917 1.300 2.216 -0.933 1.581 -0.125 0.26
H -1.466 0.310 3.517 0.637 0.050 1.739 0.28
H -2.882 -0.222 2.665 1.447 0.395 -0.832 0.31
H 2.668 -1.061 -1.998 -1.040 -0.117 -0.300 0.20
H 1.155 -1.823 -3.020 1.033 1.943 2.139 0.23
H 2.231 -1.311 0.378 0.633 -0.008 -0.742 0.40
H -0.230 -0.064 -1.972 -2.117 0.074 -1.001 0.22
H 1.105 0.968 -1.723 1.236 3.017 -1.043 0.25
H -0.986 0.935 -0.282 -0.173 -0.840 2.626 0.46
```
Positions in Å, forces in eV/Å.

=====

Record 2
The ion C5H9N2 with charge +1. Source: the Open Molecules 2025 dataset; level of theory: ωB97M-V with the def2-TZVPD basis set.

- Total charge: +1
- Structure (SMILES): C=C=C[C@@H]1[NH2+][C@H]1N
- HOMO level: -13.7 eV
- Orbital gap: 10.6 eV

Structure (XYZ):
```
16
Properties=species:S:1:pos:R:3:forces:R:3:nbo_charge:R:1
C -1.045 0.067 0.471 0.003 -0.903 3.589 -0.36
C 0.353 0.160 -0.174 -1.506 -0.457 2.325 -0.06
C -2.320 0.059 0.101 3.597 1.090 -0.539 0.15
C -3.530 0.286 -0.201 -1.031 -0.073 -0.240 -0.44
C 1.754 0.205 0.505 -3.093 0.253 -2.837 0.19
N 2.730 0.805 -0.202 0.456 0.354 -1.219 -0.78
N 1.071 -1.132 -0.106 0.762 -1.257 -1.162 -0.61
H -1.038 -0.164 1.607 0.477 0.282 -1.694 0.23
H 0.205 0.747 -1.036 0.772 -0.101 -1.740 0.26
H -4.210 -0.404 -0.567 -0.789 -1.978 -0.627 0.24
H -4.070 1.181 -0.115 0.109 1.742 0.414 0.25
H 1.831 0.190 1.525 0.121 -0.641 2.419 0.23
H 2.487 1.167 -1.123 0.079 -0.141 0.401 0.40
H 3.655 0.410 -0.196 0.254 0.071 0.380 0.41
H 0.718 -1.920 0.422 -0.743 0.659 1.146 0.44
H 1.410 -1.656 -0.912 0.531 1.100 -0.616 0.44
```
Positions in Å, forces in eV/Å.

=====

Record 3
The ion C5H9N2O with charge +1. Source: the Open Molecules 2025 dataset; level of theory: ωB97M-V with the def2-TZVPD basis set.

- Total charge: +1
- Structure (SMILES): CON1C=CC[NH+]=C1
- HOMO level: -13.1 eV
- Orbital gap: 9.1 eV

Structure (XYZ):
```
17
Properties=species:S:1:pos:R:3:forces:R:3:nbo_charge:R:1
C -0.025 -1.178 -1.496 1.542 1.384 2.686 -0.21
C 0.805 -0.388 -0.767 1.094 -1.727 -1.854 -0.04
C -1.005 0.385 0.421 1.217 2.417 3.117 0.38
C -1.465 -0.952 -1.480 -1.313 0.802 -1.940 -0.28
C 1.843 1.112 1.844 0.558 0.683 -1.834 -0.27
N 0.312 0.548 0.097 -4.480 0.298 1.568 -0.11
N -1.848 -0.335 -0.232 -0.182 -0.245 0.566 -0.49
O 0.950 1.558 0.781 -0.399 0.143 -0.693 -0.33
H 0.284 -1.907 -2.150 1.267 -1.507 -1.153 0.25
H 1.885 -0.430 -0.728 0.007 -0.334 -0.488 0.25
H -1.352 0.902 1.400 0.669 -0.812 -1.931 0.26
H -1.483 -0.158 -2.303 -1.444 -1.044 0.662 0.23
H -2.157 -1.835 -1.627 1.146 1.059 -0.332 0.26
H 2.696 0.680 1.220 -0.586 0.414 1.947 0.20
H 1.279 0.429 2.463 0.343 -0.376 0.371 0.19
H 2.030 2.095 2.358 0.330 -1.323 -0.423 0.24
H -2.749 -0.526 0.201 0.229 0.167 -0.268 0.45
```
Positions in Å, forces in eV/Å.

=====

Record 4
The ion C5H9N2O with charge +1. Source: the Open Molecules 2025 dataset; level of theory: ωB97M-V with the def2-TZVPD basis set.

- Total charge: +1
- Structure (SMILES): CC1(C)N=C[NH+]=C1O
- HOMO level: -15.2 eV
- Orbital gap: 10.3 eV

Structure (XYZ):
```
17
Properties=species:S:1:pos:R:3:forces:R:3:nbo_charge:R:1
C -0.104 2.174 0.150 0.541 -2.188 0.957 0.26
C -0.273 -0.119 0.105 1.088 2.723 -1.451 0.05
C 1.254 0.456 0.405 -0.032 0.126 1.996 0.75
C -0.225 -0.760 -1.275 -0.564 2.555 -0.644 -0.63
C -1.364 -0.870 0.967 1.536 0.579 2.276 -0.60
N -0.886 1.214 -0.050 -0.109 0.535 -0.782 -0.35
N 1.240 1.821 0.498 0.969 -3.058 0.706 -0.60
O 2.329 -0.261 0.575 -0.939 0.165 -0.049 -0.57
H -0.270 3.171 0.236 -1.163 2.828 -0.256 0.21
H -1.244 -0.687 -1.513 -1.597 -0.820 -0.564 0.25
H 0.160 -1.704 -1.357 0.770 -2.541 0.339 0.24
H 0.158 -0.194 -2.119 0.864 0.605 0.376 0.24
H -0.780 -1.296 1.833 -1.081 -0.028 -0.647 0.24
H -1.848 -1.683 0.368 0.420 0.987 0.629 0.26
H -2.066 -0.041 1.394 1.103 -1.923 -0.966 0.27
H 1.930 2.324 1.140 -1.281 -0.567 -1.626 0.46
H 3.170 0.202 0.782 -0.525 0.023 -0.294 0.53
```
Positions in Å, forces in eV/Å.

=====

Record 5
The ion C5H9N2O with charge +1. Source: the Open Molecules 2025 dataset; level of theory: ωB97M-V with the def2-TZVPD basis set.

- Total charge: +1
- HOMO level: -14.4 eV
- Orbital gap: 10.6 eV

Structure (XYZ):
```
17
Properties=species:S:1:pos:R:3:forces:R:3:nbo_charge:R:1
C 1.272 0.143 0.247 0.216 8.906 1.130 0.66
C -0.010 1.890 0.056 -2.270 -0.249 0.110 -0.27
C -0.577 0.796 -0.898 0.117 0.012 1.644 -0.19
C 0.863 -1.448 -0.642 1.638 -4.723 -2.661 0.09
C -0.857 -0.902 1.059 -1.821 -0.954 0.530 -0.45
N 1.312 1.517 0.337 2.134 -7.367 0.444 -0.35
N -0.022 -0.434 -0.146 -1.606 0.258 1.461 -0.31
O 2.045 -0.852 -0.050 0.346 -0.903 0.465 -0.40
H 0.029 2.855 -0.377 -0.319 0.919 -0.672 0.26
H -0.661 1.960 0.960 0.426 0.090 -0.474 0.22
H -1.619 0.742 -0.928 -1.759 -0.229 0.258 0.23
H -0.274 0.851 -1.910 1.102 -0.176 -0.844 0.25
H 0.755 -2.572 -0.253 -0.202 2.718 -0.907 0.26
H 1.012 -1.383 -1.755 -0.470 -0.342 1.022 0.24
H -0.827 -0.154 1.829 -0.184 0.743 -0.032 0.25
H -1.956 -1.222 0.873 1.890 1.070 -0.550 0.27
H -0.486 -1.788 1.600 0.762 0.225 -0.925 0.26
```
Positions in Å, forces in eV/Å.

=====

Record 6
The ion C5H9N2O2 with charge +1. Source: the Open Molecules 2025 dataset; level of theory: ωB97M-V with the def2-TZVPD basis set.

- Total charge: +1
- Structure (SMILES): [NH3+]CCC=C=C[N+](=O)[O-]
- HOMO level (spin up / spin down): -13.9 / -13.6 eV
- Orbital gap (spin up / spin down): 8.5 / 7.6 eV

Structure (XYZ):
```
18
Properties=species:S:1:pos:R:3:forces:R:3:nbo_charge:R:1
C 0.748 1.486 -0.602 -7.344 -0.922 2.636 -0.27
C -0.630 1.313 -0.080 -0.488 0.042 0.194 0.18
C -2.290 1.030 0.530 8.416 2.296 -2.462 -0.07
C 1.865 0.636 -0.123 0.160 -0.193 0.184 -0.47
C 1.409 -0.625 0.607 0.539 0.433 0.293 -0.22
N -2.792 -0.118 0.015 -0.258 -1.103 -0.362 0.44
N 0.538 -1.464 -0.253 -0.668 -0.196 -0.365 -0.72
O -3.970 -0.341 0.143 -0.089 0.051 0.010 -0.27
O -1.998 -0.923 -0.533 -0.413 -0.318 -0.287 -0.49
H 0.855 2.224 -1.378 -0.009 0.173 -0.231 0.28
H -2.745 1.780 1.135 -0.363 0.112 0.206 0.27
H 2.499 1.224 0.549 0.051 -0.121 -0.026 0.28
H 2.485 0.376 -0.986 0.034 0.009 0.046 0.25
H 0.855 -0.361 1.509 -0.049 -0.133 -0.060 0.24
H 2.290 -1.202 0.898 -0.193 -0.018 -0.035 0.24
H 0.433 -2.409 0.131 0.090 0.178 -0.109 0.44
H 0.933 -1.548 -1.197 -0.090 -0.106 0.210 0.43
H -0.486 -1.080 -0.364 0.672 -0.182 0.156 0.48
```
Positions in Å, forces in eV/Å.

=====

So what do the calculations give for F_max? Going down the list: 4.5 4.2 4.8 3.3 9.0 9.1 eV Å⁻¹.
So what do the calculations give for energy relative to the best compared isomer or geometry (same formula, charge and spin)? Going down the list: 7.673 5.021 3.942 2.972 4.748 10.008 eV.